Record 1
{"formula": "C18H38N6O6", "method": "ωB97M-V/def2-TZVPD", "elements": ["C", "C", "N", "C", "O", "O", "N", "C", "C", "C", "H", "H", "H", "H", "H", "H", "H", "H", "H", "H", "C", "N", "C", "C", "O", "H", "H", "H", "H", "H", "H", "H", "C", "N", "C", "C", "O", "H", "H", "H", "H", "H", "H", "H", "C", "N", "C", "C", "O", "H", "H", "H", "H", "H", "H", "H", "C", "N", "C", "C", "O", "H", "H", "H", "H", "H", "H", "H"], "coordinates": [[0.2658, 1.4446, 3.4029], [-0.5172, 2.1752, 2.4474], [-1.9551, 1.9024, 2.2381], [-2.2965, 1.4793, 0.8763], [-3.4718, 1.0635, 0.6892], [-1.4173, 1.4631, -0.2485], [-1.1978, 0.1417, -0.6760], [-0.2269, -0.3766, 0.1097], [1.3052, 0.1337, 0.0476], [-0.6972, -1.5501, 1.1198], [1.0670, 1.9792, 4.0220], [0.1418, 0.3126, 3.5831], [0.0468, 3.0094, 1.8897], [-2.2900, 1.1705, 2.8836], [2.0265, -0.7494, 0.1914], [1.5180, 0.9842, 0.7806], [1.5433, 0.5554, -0.9980], [-0.1224, -1.4973, 2.1159], [-0.4675, -2.5322, 0.5564], [-1.8180, -1.4620, 1.3084], [0.7166, -4.0678, 6.3555], [1.1202, -3.0205, 5.4414], [0.3387, -2.1015, 4.8176], [-1.1428, -2.1383, 5.0801], [0.8471, -1.2750, 4.0664], [1.2361, -3.9146, 7.3037], [1.0209, -5.0277, 5.9332], [-0.3573, -4.0730, 6.5283], [2.1013, -2.9321, 5.2154], [-1.6313, -1.3456, 4.5130], [-1.5565, -3.0972, 4.7609], [-1.3396, -1.9756, 6.1418], [-4.2741, -1.8774, -4.2528], [-3.7884, -2.5781, -3.0842], [-3.9179, -2.2249, -1.7745], [-4.6530, -0.9509, -1.4568], [-3.4425, -2.9384, -0.9006], [-4.9485, -2.5428, -4.7969], [-3.4194, -1.6376, -4.8896], [-4.8006, -0.9613, -3.9945], [-3.2844, -3.4431, -3.2181], [-4.6738, -0.8039, -0.3781], [-4.1414, -0.1003, -1.9110], [-5.6827, -1.0122, -1.8182], [3.8725, -1.6500, -4.2951], [3.8833, -1.7884, -2.8545], [4.4963, -0.9930, -1.9354], [5.2741, 0.1946, -2.4360], [4.4046, -1.2539, -0.7438], [2.8353, -1.5517, -4.6228], [4.2996, -2.5561, -4.7304], [4.4410, -0.7852, -4.6304], [3.3821, -2.5632, -2.4430], [5.7029, 0.7295, -1.5887], [6.0882, -0.1364, -3.0845], [4.6127, 0.8755, -2.9763], [-0.1710, 4.0914, -3.2126], [-0.1498, 4.0053, -1.7689], [0.4730, 4.8224, -0.8852], [1.2605, 5.9870, -1.4240], [0.3792, 4.5955, 0.3128], [-1.2100, 4.1863, -3.5355], [0.2447, 3.1660, -3.6176], [0.4020, 4.9385, -3.5842], [-0.6551, 3.2495, -1.3234], [1.6968, 6.5437, -0.5947], [2.0696, 5.6286, -2.0641], [0.6040, 6.6571, -1.9832]], "forces_ev_per_angstrom": [[-1.91, 1.06, -1.65], [2.65, -0.90, 2.78], [3.15, -1.06, -3.14], [-4.82, -2.35, -0.29], [4.18, 1.64, 0.68], [0.96, 3.61, 1.09], [-0.37, -3.09, 2.73], [0.28, 0.26, 0.19], [-0.51, 0.45, 0.07], [0.86, -0.37, -1.76], [-0.68, -0.91, -1.74], [-0.50, 2.38, 0.31], [-1.97, -0.76, 0.97], [0.07, 0.64, -0.47], [-1.21, 1.29, 0.15], [-0.20, -1.39, -0.72], [-0.77, -0.67, 1.51], [-0.53, 0.04, -1.80], [-0.50, 1.14, 1.27], [1.55, -0.10, -0.58], [0.48, 0.00, -0.07], [-0.37, 0.39, -0.24], [0.44, -0.02, -0.04], [-0.11, 0.07, -0.06], [0.10, -0.76, 0.26], [-0.18, -0.19, 0.09], [-0.16, -0.10, 0.20], [0.12, 0.07, -0.08], [-0.10, -0.03, 0.03], [0.16, -0.08, 0.04], [-0.06, 0.03, 0.16], [-0.09, -0.14, -0.05], [0.27, -0.45, -0.05], [-0.07, 0.12, 0.30], [0.24, -0.22, 0.38], [-0.11, -0.04, 0.07], [-0.08, 0.06, -0.14], [-0.08, 0.24, -0.17], [-0.18, 0.18, -0.16], [0.09, -0.13, 0.08], [-0.06, 0.12, 0.00], [0.14, -0.06, -0.20], [-0.12, 0.01, 0.06], [0.05, 0.11, -0.11], [-0.27, -0.40, 0.19], [0.22, 0.32, 0.19], [-0.17, -0.32, 0.48], [0.09, 0.13, 0.03], [0.04, 0.11, -0.18], [0.11, 0.07, -0.26], [0.00, 0.15, -0.25], [-0.04, -0.08, 0.13], [0.05, 0.09, -0.07], [-0.13, -0.18, -0.03], [-0.09, 0.13, -0.10], [0.14, -0.03, -0.12], [-0.24, -0.35, 0.26], [0.22, 0.30, 0.09], [-0.23, -0.35, 0.22], [0.10, 0.15, 0.07], [0.18, 0.20, 0.12], [0.11, 0.04, -0.26], [-0.02, 0.12, -0.25], [-0.04, -0.06, 0.12], [-0.01, -0.09, -0.04], [-0.12, -0.17, -0.03], [-0.09, 0.12, -0.11], [0.14, -0.04, -0.12]], "largest_force_ev_per_a": 5.37, "homo_energy_ha": -0.2864, "e_tot_ev": -40502.4077, "lumo_energy_ev": -0.05}


Record 2
{"formula": "C18H39FNO11S", "method": "ωB97M-V/def2-TZVPD", "elements": ["C", "C", "C", "C", "S", "F", "O", "C", "C", "N", "C", "C", "C", "O", "H", "H", "H", "H", "H", "H", "H", "H", "H", "H", "H", "H", "H", "H", "H", "H", "H", "H", "H", "H", "H", "C", "O", "C", "O", "O", "C", "H", "H", "H", "H", "H", "H", "C", "O", "C", "O", "O", "C", "H", "H", "H", "H", "H", "H", "C", "O", "C", "O", "O", "C", "H", "H", "H", "H", "H", "H"], "coordinates": [[-2.2806, 3.3158, 1.5897], [-2.8902, 1.9201, 1.6168], [-2.7826, 1.2530, 3.0016], [-1.6575, 0.2116, 3.0095], [-1.6378, -0.7094, 4.5078], [-1.3797, 0.4468, 5.5155], [-0.2073, -1.3076, 4.5531], [0.0195, -2.6345, 3.8959], [1.5143, -2.7750, 3.7904], [2.0142, -1.6661, 3.0158], [3.3728, -1.8272, 2.5201], [3.8349, -0.5605, 1.7609], [3.8554, -0.7414, 0.2481], [2.9601, 0.5097, 2.1472], [-2.7720, 3.9822, 2.3003], [-2.3874, 3.7569, 0.5990], [-1.2138, 3.2870, 1.8268], [-2.3733, 1.2979, 0.8797], [-3.9317, 1.9537, 1.2980], [-2.5613, 2.0128, 3.7532], [-3.7228, 0.7735, 3.2889], [-1.8189, -0.5520, 2.2379], [-0.6552, 0.6341, 2.8878], [-0.4679, -3.3987, 4.4994], [-0.4042, -2.5782, 2.8930], [1.6809, -3.7046, 3.2355], [1.9678, -2.9014, 4.7843], [1.9661, -0.8053, 3.5466], [4.0958, -2.0659, 3.3127], [3.3572, -2.6788, 1.8339], [4.8416, -0.3178, 2.1131], [3.1455, -1.5078, -0.0703], [4.8492, -0.9967, -0.1213], [3.5670, 0.1996, -0.2266], [3.3750, 1.3382, 1.8955], [0.5020, 0.9486, -1.1070], [0.2998, 1.4786, -2.4181], [1.3157, 2.2157, -2.8799], [2.2929, 2.5284, -2.2485], [1.0643, 2.5232, -4.1456], [2.0780, 3.3197, -4.7803], [-0.4138, 0.4187, -0.8612], [1.3449, 0.2593, -1.1065], [0.6911, 1.7444, -0.3876], [3.0281, 2.7896, -4.7827], [2.1953, 4.2678, -4.2600], [1.7228, 3.4778, -5.7927], [1.9609, -5.0355, 0.1415], [1.7107, -3.6809, -0.2633], [2.0495, -3.4315, -1.5339], [2.5324, -4.2237, -2.2959], [1.7757, -2.1546, -1.7996], [2.1284, -1.7417, -3.1312], [1.6402, -5.0907, 1.1775], [1.3899, -5.7282, -0.4729], [3.0195, -5.2706, 0.0531], [1.5807, -2.3150, -3.8755], [3.1972, -1.8645, -3.2927], [1.8508, -0.6931, -3.1861], [-2.8631, 3.1723, -3.4467], [-3.7382, 2.6692, -2.4237], [-4.6786, 1.8377, -2.8763], [-4.8235, 1.4935, -4.0180], [-5.4287, 1.4484, -1.8425], [-6.4936, 0.5541, -2.2011], [-2.1679, 3.8285, -2.9330], [-2.3348, 2.3539, -3.9311], [-3.4308, 3.7246, -4.1922], [-6.0934, -0.3551, -2.6451], [-7.1675, 1.0315, -2.9089], [-7.0099, 0.3354, -1.2719]], "forces_ev_per_angstrom": [[0.02, 0.02, -0.07], [0.09, -0.06, -0.12], [-0.03, -0.02, 0.07], [0.04, 0.20, -0.12], [0.17, 0.15, 0.11], [-0.13, -0.07, 0.00], [-0.01, -0.15, 0.02], [-0.06, -0.13, -0.05], [0.03, -0.01, -0.14], [-0.01, 0.07, 0.07], [0.03, -0.12, -0.12], [0.06, -0.06, 0.11], [-0.20, 0.08, -0.09], [-0.02, -0.02, 0.11], [0.01, -0.04, 0.02], [0.01, -0.02, 0.00], [-0.02, 0.03, 0.03], [-0.11, 0.00, -0.05], [0.00, 0.04, 0.06], [-0.06, -0.05, 0.04], [0.00, 0.03, -0.06], [0.03, 0.00, 0.03], [-0.01, -0.03, -0.01], [0.03, 0.05, 0.06], [-0.01, -0.01, 0.03], [0.04, 0.01, 0.07], [-0.03, 0.04, -0.02], [-0.01, 0.00, -0.06], [-0.11, 0.05, 0.09], [0.15, 0.05, -0.01], [-0.02, 0.01, -0.04], [0.10, 0.21, 0.08], [-0.01, -0.12, 0.08], [0.08, -0.02, -0.06], [0.06, 0.06, -0.05], [0.08, 0.01, 0.10], [-0.07, 0.00, -0.09], [0.08, -0.05, 0.06], [-0.04, -0.06, -0.02], [-0.03, 0.04, 0.04], [-0.01, 0.02, -0.01], [-0.01, -0.03, -0.03], [-0.06, 0.00, 0.09], [0.00, 0.03, -0.02], [-0.01, 0.00, 0.00], [-0.01, 0.00, 0.00], [0.02, 0.01, 0.00], [0.00, 0.04, -0.05], [-0.04, -0.01, 0.03], [0.09, -0.04, -0.15], [-0.05, 0.03, 0.06], [-0.15, -0.14, -0.09], [0.02, 0.10, -0.01], [0.00, -0.04, 0.01], [-0.01, 0.00, 0.01], [0.01, 0.00, 0.01], [-0.02, -0.04, 0.05], [0.00, -0.01, 0.01], [0.01, -0.01, -0.04], [0.01, -0.02, -0.01], [-0.01, -0.04, 0.02], [0.05, 0.03, -0.01], [-0.01, 0.00, 0.02], [0.01, -0.04, 0.01], [0.01, 0.04, 0.03], [0.02, -0.01, -0.02], [0.03, 0.01, 0.03], [-0.02, 0.01, 0.01], [0.00, 0.00, 0.00], [0.00, 0.00, 0.00], [-0.02, -0.01, -0.01]], "largest_force_ev_per_a": 0.26, "charge": 1, "homo_energy_ha": -0.4362, "e_tot_ev": -56855.7575, "lumo_energy_ev": -4.07}